P | # C9H14

A cluster of 2 separate species, C9H14 in total (ωB97M-V with the def2-TZVPD basis set, the OMol25 dataset).

The value obtained for the orbital gap is 0.370 hartree. The value obtained for the HOMO energy is -9.069 eV. The calculation puts the LUMO energy at 0.997 eV. The charge is 0. As for the spin multiplicity: 1.

Positions of all 23 atoms, in Å:
C: -2.12427 -1.02581 -2.52022
C: -1.15747 -1.24223 -1.39491
C: 0.20930 -1.41761 -1.63007
C: 1.05102 -1.80458 -0.60039
C: 0.56228 -1.97885 0.68907
C: -0.77232 -1.74265 0.95069
C: -1.63321 -1.43180 -0.10212
H: -2.77886 -1.86059 -2.77257
H: -1.68681 -0.75544 -3.48200
H: -2.72971 -0.18029 -2.21569
H: 0.54301 -1.41829 -2.65551
H: 2.12806 -1.84171 -0.72057
H: 1.24861 -2.31440 1.43616
H: -1.25462 -1.77604 1.92134
H: -2.66966 -1.16222 0.08186
C: 1.03127 3.44917 1.49628
C: 1.69959 2.07344 1.67337
H: 1.81241 4.17223 1.31179
H: 0.22759 3.38275 0.77479
H: 0.64313 3.78442 2.45540
H: 1.87705 1.84262 2.72681
H: 2.68169 2.02304 1.20610
H: 1.09191 1.22485 1.37038



Q | # C9H14

A cluster of 2 separate species, C9H14 in total (ωB97M-V with the def2-TZVPD basis set, the OMol25 dataset).

The value obtained for the orbital gap is 0.365 hartree. The value obtained for the HOMO energy is -8.953 eV. The calculation puts the LUMO energy at 0.992 eV. The charge is 0. As for the spin multiplicity: 1.

Positions of all 23 atoms, in Å:
C: 0.91302 -0.77129 -1.85927
C: 0.49385 -0.87371 -0.41229
C: 1.35807 -0.64647 0.67489
C: 1.00261 -0.95321 1.96266
C: -0.34624 -1.25668 2.31841
C: -1.23911 -1.35072 1.25080
C: -0.82484 -1.17833 -0.07816
H: 0.15079 -0.49819 -2.57410
H: 1.26963 -1.75771 -2.14726
H: 1.80871 -0.13677 -1.83048
H: 2.32119 -0.16227 0.44757
H: 1.61508 -0.78796 2.84670
H: -0.76425 -1.35598 3.29689
H: -2.27680 -1.53735 1.47905
H: -1.57219 -1.40186 -0.81409
C: -0.44432 3.49147 -1.09015
C: -0.74717 2.06357 -1.57857
H: 0.42870 3.44384 -0.46131
H: -0.32258 4.16717 -1.95127
H: -1.34363 3.87695 -0.63217
H: -1.46858 1.90620 -2.35844
H: -0.90504 1.47655 -0.70231
H: 0.21828 1.58765 -1.88773



R | # C9H14

A cluster of 2 separate species, C9H14 in total (ωB97M-V with the def2-TZVPD basis set, the OMol25 dataset).

The value obtained for the orbital gap is 0.368 hartree. The value obtained for the HOMO energy is -8.971 eV. The calculation puts the LUMO energy at 1.030 eV. The charge is 0. As for the spin multiplicity: 1.

Positions of all 23 atoms, in Å:
C: -0.39886 -1.87079 -0.12968
C: -0.97264 -0.47669 0.06140
C: -2.27679 -0.40791 0.54530
C: -2.83091 0.82765 0.90308
C: -2.14214 1.97654 0.56942
C: -0.94253 1.91845 -0.14072
C: -0.27334 0.70546 -0.21876
H: -1.02832 -2.65104 0.27591
H: 0.57763 -1.87652 0.35585
H: -0.16592 -2.01036 -1.18354
H: -2.78954 -1.29042 0.90933
H: -3.78194 0.89686 1.40561
H: -2.65150 2.93002 0.53772
H: -0.51846 2.82801 -0.54214
H: 0.64628 0.59188 -0.77405
C: 3.11460 -0.51842 -0.34665
C: 4.37779 -1.19636 -0.81177
H: 3.06320 -0.35231 0.72913
H: 2.94113 0.40915 -0.88777
H: 2.21533 -1.06511 -0.59999
H: 5.25906 -0.68986 -0.41435
H: 4.57469 -0.99089 -1.85159
H: 4.49374 -2.27682 -0.76874



S | # C9H14

A cluster of 2 separate species, C9H14 in total (ωB97M-V with the def2-TZVPD basis set, the OMol25 dataset).

The value obtained for the orbital gap is 0.364 hartree. The value obtained for the HOMO energy is -8.936 eV. The calculation puts the LUMO energy at 0.958 eV. The charge is 0. As for the spin multiplicity: 1.

Positions of all 23 atoms, in Å:
C: 0.71690 0.23432 -3.34500
C: 1.21084 -0.12888 -1.93822
C: 1.76097 -1.39672 -1.76423
C: 2.23539 -1.71420 -0.47684
C: 2.10352 -0.71350 0.48914
C: 1.28590 0.38914 0.36368
C: 0.70623 0.62463 -0.88604
H: 1.53281 0.57755 -3.96782
H: -0.15167 0.88814 -3.38830
H: 0.52330 -0.67176 -3.96007
H: 1.82426 -2.09689 -2.58128
H: 2.59579 -2.71647 -0.27799
H: 2.67327 -0.95292 1.41608
H: 1.04506 1.11737 1.14604
H: 0.11587 1.45513 -1.22748
C: -3.24734 0.78362 2.30586
C: -1.80065 0.58070 2.82443
H: -3.33707 1.00912 1.25259
H: -3.76926 -0.15303 2.36199
H: -3.78219 1.52846 2.87565
H: -1.63326 -0.48011 2.61305
H: -1.62714 0.78121 3.86317
H: -0.98154 1.05506 2.30161



Which is more stable than every other structure shown? P is more stable than every other one.